<w>
16
Properties=species:S:1:pos:R:3:nbo_charge:R:1 method="wB97M-V/def2-TZVPD" gap_ev=9.75 homo_energy_ev=-8.94 charge=0 smiles=CNC.O.O multiplicity=1
C -0.691 -2.722 -0.007 -0.435
N 0.702 -2.407 0.369 -0.623
C 0.623 -1.436 1.513 -0.413
H -0.959 -3.549 0.882 0.170
H -1.562 -2.012 0.028 0.180
H -0.772 -3.295 -0.952 0.203
H 1.167 -2.073 -0.533 0.354
H 0.041 -0.569 1.366 0.176
H 1.712 -1.227 1.802 0.197
H 0.341 -1.963 2.329 0.192
O -4.076 1.786 -2.344 -0.958
H -3.216 1.714 -2.577 0.473
H -4.317 2.297 -1.544 0.486
O 3.566 4.779 -0.187 -0.953
H 3.530 5.282 0.727 0.478
H 3.911 5.395 -0.871 0.475

***

<x>
16
Properties=species:S:1:pos:R:3:nbo_charge:R:1 method="wB97M-V/def2-TZVPD" gap_ev=9.16 homo_energy_ev=-8.44 charge=0 smiles=CNC.O.O multiplicity=1
C 0.705 -0.072 -2.021 -0.413
N 1.638 -0.457 -1.035 -0.648
C 1.021 -0.976 0.221 -0.447
H 0.754 1.044 -2.144 0.182
H -0.376 -0.379 -1.727 0.174
H 0.837 -0.404 -3.093 0.194
H 2.416 -0.946 -1.215 0.362
H 0.314 -1.834 0.198 0.179
H 1.946 -1.370 0.826 0.195
H 0.751 -0.025 0.768 0.220
O -2.911 -0.738 1.314 -0.924
H -3.334 -1.219 0.576 0.459
H -2.083 -0.591 0.738 0.465
O -0.447 2.354 1.958 -0.957
H 0.098 3.200 2.215 0.478
H -1.331 2.412 2.420 0.481

***

So which one is most stable? That would be <x>, about 5.3 kcal/mol below the next structure.

***

<w>
12
Properties=species:S:1:pos:R:3:nbo_charge:R:1 method="wB97M-V/def2-TZVPD" gap_ev="7.93 / 7.93" homo_energy_ev="-7.79 / -7.79" charge=0 multiplicity=1
C -1.017 0.060 0.826 0.096
C 1.329 -1.100 -0.216 0.398
C -1.321 0.331 -0.645 -0.627
C 0.952 0.882 0.498 -0.102
N 0.060 0.507 1.420 -0.445
O 0.458 -1.824 0.118 -0.510
S 0.262 0.928 -1.241 0.229
Cl 2.411 1.700 0.892 0.050
H -1.479 -0.872 1.351 0.227
H 2.033 -1.032 -1.044 0.180
H -1.516 -0.630 -1.206 0.250
H -2.172 1.049 -0.753 0.253

***

<x>
12
Properties=species:S:1:pos:R:3:nbo_charge:R:1 method="wB97M-V/def2-TZVPD" gap_ev=7.29 homo_energy_ev=-8.54 charge=0 smiles="N/C(C=O)=C(/Cl)C=S" multiplicity=1
N -0.398 1.357 -0.321 -0.748
C 0.396 0.308 -0.065 0.155
C 1.780 0.744 0.314 0.387
O 2.754 0.078 0.034 -0.447
C -0.043 -1.022 -0.115 -0.192
Cl 1.069 -2.366 -0.016 0.024
C -1.422 -1.401 -0.066 -0.295
S -2.727 -0.487 0.173 -0.042
H -0.054 2.256 -0.354 0.387
H -1.452 1.292 -0.361 0.432
H 1.712 1.682 0.919 0.124
H -1.616 -2.441 -0.143 0.216

***

So which one is most stable? That would be <x>, about 46.7 kcal/mol below the next structure.